1.
DFT (wB97M-V/def2-TZVPD) results for C14H27CaN5O2P2 as an isolated structure at a distorted geometry.

The orbital gap (spin up / spin down) is 7.4 / 5.5 eV. The LUMO energy (spin up / spin down) comes out at -2.76 / -4.69 eV. For the energy above the lowest of the compared OMol25 structures with the same formula, charge and spin, the calculation gives 0.0 kcal/mol. For the HOMO energy (spin up / spin down), the calculation gives -10.2 / -10.2 eV. The multiplicity is 2. As for the net charge: +1.

Atoms and positions in Å:
Ca (-0.63890, 0.15566, -0.34837)
P (-2.27667, -2.20017, -1.05557)
P (-0.05819, 2.54637, -1.95243)
N (0.59235, -1.84842, 0.39844)
N (1.74469, 0.63197, 0.00678)
H (2.55086, -2.50268, 1.01016)
H (3.38714, -0.07062, 1.15550)
H (1.71791, -1.36726, 2.12343)
C (1.90666, -1.60826, 1.06116)
H (3.22871, -0.85309, -0.43714)
C (2.64933, -0.44548, 0.42029)
H (0.89541, -3.90092, 0.31162)
H (3.39422, 1.77881, -0.58298)
C (0.24109, -3.03234, 0.09477)
C (2.29405, 1.64322, -0.64618)
H (-1.62620, -4.02806, 0.39844)
C (-1.09314, -3.52218, -0.42758)
H (-0.91079, -4.25090, -1.23124)
H (0.19802, 2.68285, -3.35292)
H (-0.31713, 3.93232, -1.71259)
H (-2.60534, -2.89901, -2.24502)
H (-3.38479, -2.71836, -0.31512)
O (-0.17706, -0.64756, -2.36138)
C (0.97175, -1.32775, -2.74048)
C (0.69902, -2.61827, -3.49853)
C (1.88455, -0.42826, -3.56384)
H (1.49097, -1.64844, -1.79836)
H (0.28017, -3.39196, -2.84774)
H (0.01010, -2.42047, -4.32621)
H (1.63779, -3.01795, -3.90567)
H (2.19138, 0.47094, -3.02055)
H (2.79008, -0.95662, -3.88350)
H (1.31916, -0.12440, -4.45626)
C (1.64944, 2.62225, -1.42058)
H (2.27083, 3.47850, -1.69179)
C (-4.25203, 2.31346, 2.43021)
N (-2.84134, 2.09080, 2.71976)
C (-2.29288, 2.45346, 3.91577)
C (-0.96193, 2.25654, 4.13954)
C (-0.20264, 1.68206, 3.09095)
N (-0.77271, 1.22821, 1.96979)
C (-2.09036, 1.46334, 1.74903)
O (-2.61549, 1.11030, 0.64840)
N (1.13733, 1.54367, 3.15262)
H (-4.37138, 2.92727, 1.53339)
H (-4.69018, 2.82301, 3.29167)
H (-4.76639, 1.36079, 2.26290)
H (-2.99653, 2.90996, 4.61297)
H (-0.48069, 2.54963, 5.06579)
H (1.64478, 1.88476, 3.95168)
H (1.64498, 1.28927, 2.30698)

2.
DFT (wB97M-V/def2-TZVPD) results for a 3-piece molecular cluster, C14H27Cl2FN2O9PS overall at a distorted geometry.

The orbital gap is 6.2 eV. The LUMO energy comes out at -6.33 eV. For the HOMO energy, the calculation gives -12.5 eV. As for the net charge: +1.

Atoms and positions in Å:
C (-4.06459, 2.04455, -3.45724)
C (-2.82740, 1.09170, -3.97016)
Cl (-1.39450, 2.10871, -4.67028)
C (-2.34210, -0.04721, -2.89428)
Cl (-0.72939, -0.73901, -3.54702)
P (-2.27035, 0.52927, -1.07566)
N (-3.95549, 0.37660, -0.40963)
C (-1.77360, 2.36207, -0.94115)
C (-0.71622, 2.72719, 0.25562)
O (-1.24774, 2.46791, 1.63054)
C (0.80516, 2.10383, 0.03089)
N (1.14118, 1.96781, -1.45244)
S (-1.06165, -0.84933, 0.02425)
O (-1.78731, -2.24759, -0.06754)
O (-0.91060, -0.54947, 1.53434)
F (0.52239, -1.09588, -0.60051)
H (-4.76306, 2.21541, -4.40883)
H (-3.61962, 3.09432, -3.17784)
H (-4.74525, 1.56986, -2.63228)
H (-3.24467, 0.49544, -4.91420)
H (-3.12677, -0.93828, -2.97643)
H (-4.47842, -0.20892, -1.10762)
H (-3.86424, -0.24987, 0.44253)
H (-1.35204, 2.84582, -1.92939)
H (-2.77271, 2.96684, -0.69433)
H (-0.56903, 3.91133, 0.21511)
H (-1.75951, 3.29055, 1.95165)
H (0.98378, 1.09838, 0.63573)
H (1.56337, 2.88831, 0.49134)
H (0.86934, 2.84766, -1.97375)
H (0.57705, 1.15227, -1.83625)
C (2.99216, -2.65943, -1.19010)
C (3.83115, -3.80530, -1.71793)
C (5.20208, -3.38897, -2.15754)
O (5.51741, -4.36156, -3.13761)
C (4.32601, -4.77579, -3.66438)
O (4.21491, -5.45164, -4.67269)
O (3.27473, -4.32721, -2.91383)
H (1.98314, -3.00790, -0.94584)
H (3.43932, -2.22118, -0.29298)
H (2.87589, -1.87479, -1.94598)
H (3.87201, -4.61627, -0.98045)
H (5.92813, -3.41305, -1.33989)
H (5.22875, -2.40085, -2.63019)
C (-1.20531, -0.55313, 4.98673)
C (-0.38293, 0.71856, 5.03179)
C (1.08818, 0.48486, 4.86663)
O (1.65198, 1.58707, 5.55449)
C (0.74641, 1.94457, 6.51399)
O (0.97821, 2.71645, 7.42847)
O (-0.45248, 1.31759, 6.31572)
H (-2.26050, -0.33059, 5.17715)
H (-1.12018, -1.04594, 4.01373)
H (-0.88964, -1.25490, 5.76673)
H (-0.76217, 1.44137, 4.29904)
H (1.39574, 0.48449, 3.81702)
H (1.44097, -0.43674, 5.34275)

3.
DFT (wB97M-V/def2-TZVPD) results for an isolated ion of composition C14H27Cl2N4O4P2 and charge +1 at a distorted geometry.

The orbital gap is 9.2 eV. As for the SMILES: CCCCCCCCn1c(N(P(C)O)P(=O)(O)O)nc[n+]1/C(Cl)=C(/C)Cl. The LUMO energy comes out at -3.00 eV. For the HOMO energy, the calculation gives -12.2 eV. As for the net charge: +1.

Atoms and positions in Å:
C (-2.17850, -0.79240, 5.37377)
C (-1.15696, -0.26850, 4.35138)
C (-1.25688, -0.95588, 2.98879)
C (-2.54230, -0.57423, 2.23622)
C (-2.46538, 0.77900, 1.51066)
C (-2.12498, 0.71893, 0.00606)
C (-1.25764, -0.47524, -0.40675)
C (-0.63708, -0.21751, -1.79288)
N (0.60157, 0.53234, -1.68629)
C (1.77700, 0.37734, -1.03715)
N (2.19675, -0.68186, -0.28911)
P (1.52402, -2.37563, 0.01161)
C (2.98935, -3.35477, -0.47827)
O (0.60703, -2.76248, -1.27947)
P (3.57687, -0.38079, 0.65392)
O (3.78985, -1.50699, 1.56219)
O (3.24976, 0.96347, 1.43062)
O (4.77219, -0.13160, -0.34331)
N (2.54446, 1.47108, -1.19485)
C (1.87300, 2.27115, -1.97766)
N (0.70350, 1.75208, -2.31628)
C (-0.24824, 2.37408, -3.16145)
Cl (-1.07652, 3.69361, -2.44670)
C (-0.47690, 1.94481, -4.39484)
C (-1.46914, 2.50720, -5.34386)
Cl (0.43515, 0.60217, -4.95854)
H (-2.97822, -0.07377, 5.54565)
H (-1.70198, -0.94095, 6.34015)
H (-2.61476, -1.73430, 5.04880)
H (-0.15114, -0.43744, 4.73484)
H (-1.27109, 0.80509, 4.19421)
H (-1.22275, -2.04071, 3.09977)
H (-0.36968, -0.67529, 2.41295)
H (-3.31982, -0.48736, 2.99765)
H (-2.87187, -1.37533, 1.57587)
H (-3.44241, 1.25358, 1.60100)
H (-1.77070, 1.42655, 2.04614)
H (-1.58672, 1.64033, -0.23658)
H (-3.05423, 0.73100, -0.56477)
H (-1.84078, -1.38641, -0.47854)
H (-0.47606, -0.55551, 0.34432)
H (-1.36451, 0.37963, -2.34048)
H (-0.52466, -1.12310, -2.37450)
H (2.99749, -4.25560, 0.13154)
H (3.92744, -2.83650, -0.33216)
H (2.92719, -3.65767, -1.52657)
H (1.11172, -3.00493, -2.06888)
H (3.76282, 0.94475, 2.25498)
H (5.09085, 0.78133, -0.32864)
H (2.17920, 3.24423, -2.32370)
H (-2.29818, 1.80327, -5.44283)
H (-1.85815, 3.45766, -4.99524)
H (-1.02897, 2.60809, -6.33280)

4.
DFT (wB97M-V/def2-TZVPD) results for C14H27NO24S6 as an isolated structure at a distorted geometry.

The orbital gap is 11.0 eV. The LUMO energy comes out at 0.10 eV. For the energy above the lowest of the compared OMol25 structures with the same formula, charge and spin, the calculation gives 7.9 kcal/mol. For the HOMO energy, the calculation gives -10.9 eV. As for the net charge: 0.

Atoms and positions in Å:
C (0.43572, -1.77161, 18.04697)
C (0.22783, -1.20598, 19.38442)
N (-0.01443, -0.83438, 20.44650)
H (-0.17660, -1.25902, 17.29696)
H (0.25109, -2.86476, 17.87784)
H (1.49645, -1.61778, 17.82373)
C (-2.49016, -6.07147, 15.68727)
C (-1.30078, -6.17263, 16.63333)
O (-0.32756, -6.99092, 15.97040)
S (-1.14494, -8.15169, 15.22402)
O (-1.39816, -9.28453, 16.09104)
O (-0.51204, -8.37037, 13.95155)
O (-2.53467, -7.37635, 15.08562)
H (-2.45689, -5.41668, 14.83347)
H (-3.49333, -5.92509, 16.12645)
H (-1.53207, -6.67987, 17.60545)
H (-0.72282, -5.24904, 16.72302)
C (-1.33409, -5.85654, 20.40342)
C (-1.59625, -7.09123, 21.27964)
O (-2.74834, -7.60069, 20.62723)
S (-3.68768, -6.40938, 20.14031)
O (-4.72955, -6.29115, 21.06107)
O (-3.90963, -6.48577, 18.73289)
O (-2.61752, -5.23421, 20.49203)
H (-0.97880, -6.05344, 19.38878)
H (-0.68509, -5.16989, 20.90217)
H (-1.72706, -6.83179, 22.32892)
H (-0.79460, -7.88033, 21.21197)
C (-5.80885, -2.94456, 18.49409)
C (-6.62512, -2.86582, 17.20327)
O (-5.64782, -2.48093, 16.21206)
S (-4.17511, -2.39743, 16.95069)
O (-4.04160, -1.03572, 17.28728)
O (-3.16985, -3.08255, 16.22257)
O (-4.53186, -3.35613, 18.08616)
H (-6.13000, -3.77985, 19.12533)
H (-5.82913, -2.08812, 19.22031)
H (-7.30926, -2.04635, 17.13658)
H (-7.06711, -3.78543, 16.81913)
C (2.66110, -2.06486, 21.96032)
C (2.18000, -1.11818, 23.06753)
O (1.63429, -2.10397, 24.06570)
S (0.82513, -3.23927, 23.26363)
O (-0.43095, -2.81645, 22.77106)
O (0.86101, -4.40129, 24.07070)
O (1.79873, -3.20548, 21.96064)
H (3.68082, -2.39131, 22.23442)
H (2.63933, -1.61765, 20.95040)
H (1.36551, -0.36584, 22.73488)
H (2.96976, -0.56908, 23.61460)
C (1.93104, -4.15778, 12.76469)
C (2.71708, -5.55151, 13.20684)
O (2.72732, -5.53636, 14.64663)
S (2.31108, -4.16461, 15.26915)
O (3.47717, -3.40586, 15.42451)
O (1.37474, -4.50129, 16.27842)
O (1.45295, -3.63917, 14.00065)
H (1.07808, -4.44339, 12.18073)
H (2.59154, -3.45391, 12.20729)
H (3.77220, -5.53430, 12.82673)
H (2.21193, -6.48826, 12.89655)
C (-3.43012, -0.29077, 21.58996)
C (-3.45179, -1.81309, 21.68643)
O (-4.83134, -2.20487, 21.93212)
S (-5.72429, -0.86751, 22.14544)
O (-5.78279, -0.48350, 23.48210)
O (-6.93835, -1.02842, 21.40642)
O (-4.73928, 0.12475, 21.35352)
H (-2.88171, 0.17091, 20.78913)
H (-3.01725, 0.05475, 22.57798)
H (-2.81841, -2.19020, 22.51774)
H (-3.15989, -2.32347, 20.79693)

| no. | calculated total energy (eV) |
| --- | --- |
| 1 | -63513.5878 |
| 2 | -84237.1614 |
| 3 | -72725.7410 |
| 4 | -130590.2839 |